(1)
{"formula": "C2H4N2P2", "method": "wB97M-V/def2-TZVPD", "symbols": ["C", "C", "N", "N", "P", "P", "H", "H", "H", "H"], "coordinates": [[1.853, -0.470, 0.021], [0.819, -1.339, -0.455], [1.593, 0.804, 0.268], [0.378, 1.144, -0.068], [-0.429, -0.132, -0.841], [-2.468, 0.177, 0.053], [2.869, -0.865, 0.172], [0.246, 2.117, 0.019], [-1.830, -0.441, 1.179], [-3.032, -0.995, -0.347]], "mulliken_charge": [-0.043, -0.419, -0.560, 0.119, 0.179, -0.112, 0.377, 0.245, 0.119, 0.094], "e_lumo_ev": -0.9, "mol_weight_g_mol": 118.02, "charge": 0, "total_energy_ev": -23692.3177}

(2)
{"formula": "C26H16BaBrCl5N3O3", "method": "wB97M-V/def2-TZVPD", "symbols": ["Ba", "C", "O", "C", "C", "C", "Br", "C", "C", "C", "O", "C", "N", "C", "C", "C", "C", "C", "C", "N", "H", "H", "H", "H", "H", "H", "H", "H", "H", "H", "H", "Cl", "C", "C", "Cl", "C", "Cl", "C", "O", "C", "Cl", "C", "Cl", "N", "C", "C", "C", "C", "C", "C", "H", "H", "H", "H", "H"], "coordinates": [[-0.276, -0.326, 0.267], [3.467, -0.298, 0.538], [2.587, 0.720, 0.063], [2.977, 1.995, 0.247], [4.254, 2.368, 0.615], [4.555, 3.719, 0.779], [6.320, 4.214, 1.264], [3.609, 4.690, 0.597], [2.305, 4.317, 0.237], [1.979, 2.976, 0.053], [0.747, 2.558, -0.275], [1.259, 5.328, 0.077], [0.046, 5.066, -0.350], [-0.632, 6.276, -0.332], [-1.949, 6.575, -0.672], [-2.363, 7.887, -0.551], [-1.491, 8.889, -0.100], [-0.182, 8.608, 0.241], [0.225, 7.285, 0.115], [1.430, 6.652, 0.362], [3.726, -0.130, 1.585], [4.364, -0.350, -0.085], [2.918, -1.233, 0.489], [5.016, 1.624, 0.787], [3.881, 5.727, 0.730], [0.172, 3.363, -0.356], [-2.620, 5.799, -1.014], [-3.381, 8.148, -0.805], [-1.852, 9.906, -0.015], [0.489, 9.381, 0.591], [2.257, 7.072, 0.742], [-6.474, -5.617, -0.045], [-5.011, -4.698, -0.095], [-5.033, -3.315, 0.059], [-6.546, -2.510, 0.300], [-3.859, -2.583, 0.019], [-3.897, -0.855, 0.208], [-2.584, -3.177, -0.176], [-1.512, -2.501, -0.218], [-2.608, -4.593, -0.332], [-1.083, -5.367, -0.584], [-3.779, -5.327, -0.292], [-3.729, -7.043, -0.490], [0.473, -0.288, 2.359], [1.424, -0.828, 3.104], [2.027, -0.132, 4.225], [3.097, -0.625, 4.930], [3.663, -1.876, 4.628], [3.071, -2.612, 3.607], [1.992, -2.133, 2.882], [1.601, 0.839, 4.458], [3.518, -0.040, 5.745], [4.500, -2.270, 5.191], [3.459, -3.602, 3.378], [1.535, -2.764, 2.121]], "mulliken_charge": [1.352, -1.001, -0.347, 0.573, -0.374, -0.620, -0.249, -0.671, 1.230, -0.172, -0.587, 0.123, -0.565, 0.338, -0.751, -0.512, -0.416, -0.986, 0.690, -0.017, 0.404, 0.425, 0.175, 0.493, 0.407, 0.613, 0.427, 0.373, 0.375, 0.372, 0.202, -0.220, 0.392, -0.117, -0.204, 0.580, -0.260, -0.585, -0.739, 0.518, -0.200, 0.021, -0.202, -1.012, 0.161, -0.374, -0.283, -0.537, -0.449, -0.592, 0.310, 0.317, 0.374, 0.321, 0.476], "e_lumo_ev": 1.7, "mol_weight_g_mol": 812.93, "charge": -1, "total_energy_ev": -171185.3850}

(3)
{"formula": "C48H62BrN4Sc", "method": "wB97M-V/def2-TZVPD", "symbols": ["Sc", "C", "C", "C", "C", "C", "C", "C", "N", "C", "C", "C", "C", "C", "C", "C", "C", "C", "C", "N", "C", "C", "C", "N", "C", "C", "C", "C", "C", "C", "C", "C", "C", "C", "C", "C", "C", "C", "N", "C", "C", "H", "H", "H", "H", "H", "H", "H", "H", "H", "H", "H", "H", "H", "H", "H", "H", "H", "H", "H", "H", "H", "H", "H", "H", "H", "H", "H", "H", "H", "H", "H", "H", "H", "H", "H", "H", "H", "H", "H", "H", "H", "H", "H", "H", "C", "C", "C", "C", "C", "C", "C", "C", "C", "C", "C", "C", "H", "H", "H", "H", "H", "H", "H", "H", "H", "H", "H", "H", "H", "H", "H", "H", "H", "H", "Br"], "coordinates": [[0.687, -1.539, -0.559], [-1.571, -5.149, 4.384], [-2.064, -3.766, 4.011], [-1.835, -3.327, 2.587], [-2.734, -3.379, 1.579], [-4.229, -3.724, 1.658], [-5.053, -2.454, 1.856], [-2.069, -2.814, 0.384], [-0.784, -2.414, 0.718], [-0.643, -2.696, 2.042], [0.420, -2.375, 2.851], [1.474, -1.535, 2.534], [2.513, -1.046, 3.394], [2.651, -1.406, 4.883], [1.946, -0.336, 5.695], [3.204, -0.135, 2.679], [2.641, -0.084, 1.351], [3.088, 0.729, 0.344], [2.566, 0.919, -0.933], [1.502, 0.232, -1.435], [1.280, 0.661, -2.684], [0.153, 0.273, -3.471], [-0.888, -0.566, -3.106], [-0.980, -1.218, -1.879], [-2.157, -1.899, -1.896], [-2.678, -2.654, -0.829], [-2.897, -1.613, -3.114], [-2.118, -0.816, -3.859], [-2.335, -0.216, -5.202], [-2.855, 1.238, -5.070], [-4.190, -2.298, -3.481], [-4.093, -3.819, -3.704], [2.224, 1.660, -3.044], [3.066, 1.807, -1.953], [4.285, 2.709, -1.751], [5.590, 2.031, -2.187], [2.302, 2.358, -4.344], [2.604, 1.427, -5.531], [1.616, -0.980, 1.304], [4.336, 0.731, 3.107], [5.667, 0.098, 2.711], [-1.781, -5.347, 5.420], [-0.494, -5.286, 4.203], [-2.080, -5.933, 3.741], [-1.655, -2.972, 4.703], [-3.148, -3.732, 4.134], [-4.415, -4.438, 2.425], [-4.594, -4.190, 0.715], [-4.828, -2.004, 2.822], [-6.134, -2.574, 1.851], [-4.777, -1.713, 1.117], [0.451, -2.822, 3.820], [3.682, -1.564, 5.215], [2.197, -2.400, 5.033], [2.252, 0.642, 5.339], [2.095, -0.418, 6.762], [0.893, -0.413, 5.519], [4.012, 1.289, 0.585], [0.051, 0.723, -4.474], [-3.688, -3.015, -0.900], [-3.083, -0.804, -5.715], [-1.452, -0.215, -5.828], [-3.881, 1.247, -4.723], [-2.849, 1.726, -6.049], [-2.243, 1.790, -4.354], [-4.577, -1.873, -4.441], [-4.880, -2.004, -2.693], [-3.426, -4.000, -4.519], [-5.023, -4.316, -3.887], [-3.713, -4.349, -2.830], [4.333, 2.982, -0.710], [4.101, 3.636, -2.334], [5.651, 1.043, -1.728], [6.458, 2.659, -1.955], [5.646, 1.866, -3.262], [3.045, 3.135, -4.326], [1.349, 2.933, -4.524], [3.386, 0.688, -5.355], [2.878, 2.020, -6.434], [1.726, 0.780, -5.757], [4.333, 0.847, 4.182], [4.216, 1.777, 2.700], [5.759, -0.874, 3.196], [6.568, 0.685, 3.016], [5.750, -0.069, 1.631], [-2.654, 0.657, 1.792], [-1.563, 1.531, 1.189], [-0.457, 1.967, 1.981], [-0.255, 1.366, 3.357], [0.474, 2.887, 1.455], [1.621, 3.436, 2.260], [0.297, 3.404, 0.132], [1.301, 4.385, -0.447], [-0.805, 2.999, -0.628], [-1.079, 3.673, -1.936], [-1.714, 2.041, -0.135], [-2.827, 1.547, -1.027], [-2.678, 0.849, 2.870], [-2.549, -0.398, 1.645], [-3.653, 0.968, 1.439], [-0.840, 1.889, 4.122], [0.783, 1.436, 3.693], [-0.567, 0.317, 3.369], [1.554, 3.171, 3.297], [1.562, 4.529, 2.202], [2.602, 3.230, 1.855], [2.264, 4.296, 0.030], [0.965, 5.411, -0.251], [1.386, 4.358, -1.521], [-0.894, 4.721, -1.910], [-2.137, 3.573, -2.239], [-0.520, 3.227, -2.775], [-3.721, 2.155, -0.995], [-3.198, 0.572, -0.691], [-2.545, 1.438, -2.085], [2.091, -3.394, -1.419]], "mulliken_charge": [0.767, -1.295, -1.031, 0.721, 0.403, -1.195, -0.935, -0.330, 0.243, 0.083, -0.850, -0.421, 0.923, -1.091, -0.956, 1.239, -0.379, -0.595, -0.436, -0.001, -0.085, -0.491, -0.523, 0.150, 0.156, -0.724, 1.201, 0.371, -1.497, -0.831, -1.067, -1.265, 1.310, 0.544, -1.198, -1.527, -0.899, -1.165, 0.042, -1.157, -1.344, 0.434, 0.301, 0.294, 0.322, 0.433, 0.561, 0.374, 0.280, 0.445, 0.123, 0.502, 0.449, 0.403, 0.179, 0.477, 0.152, 0.536, 0.313, 0.560, 0.543, 0.402, 0.301, 0.428, -0.024, 0.493, 0.337, 0.355, 0.412, 0.266, 0.351, 0.528, 0.335, 0.422, 0.327, 0.476, 0.175, 0.336, 0.410, 0.222, 0.470, 0.028, 0.370, 0.385, 0.260, -2.347, 1.001, 1.112, -1.546, 1.310, -2.326, 1.932, -2.894, 1.239, -2.312, 1.250, -1.523, 0.528, 0.155, 0.545, 0.540, -0.435, 0.079, 0.525, 0.508, 0.091, 0.444, 0.474, 0.464, 0.498, 0.412, 0.137, 0.698, -0.134, -0.321, -0.714], "e_lumo_ev": -1.0, "mol_weight_g_mol": 819.91, "charge": 0, "total_energy_ev": -147493.2626}

(4)
{"formula": "C29H22AsF2N3O8S2Tc", "method": "wB97M-V/def2-TZVPD", "symbols": ["Tc", "C", "C", "C", "C", "C", "C", "C", "S", "O", "O", "N", "C", "C", "C", "C", "C", "N", "H", "H", "H", "H", "H", "H", "H", "H", "H", "H", "H", "F", "C", "C", "C", "C", "C", "F", "C", "C", "C", "C", "C", "C", "N", "H", "H", "H", "H", "H", "H", "O", "As", "O", "O", "C", "C", "C", "C", "C", "C", "S", "O", "O", "O", "H", "H", "H", "H", "H"], "coordinates": [[0.397, 1.207, -0.181], [-1.041, -5.650, 1.784], [-0.225, -4.660, 0.997], [-0.326, -4.608, -0.394], [0.402, -3.691, -1.129], [1.243, -2.806, -0.459], [1.372, -2.849, 0.920], [0.634, -3.777, 1.638], [2.096, -1.561, -1.351], [2.331, -2.041, -2.683], [3.179, -1.092, -0.544], [1.002, -0.339, -1.436], [-0.077, -0.344, -2.321], [-0.274, -1.018, -3.526], [-1.448, -0.760, -4.207], [-2.390, 0.147, -3.718], [-2.120, 0.776, -2.525], [-0.997, 0.519, -1.846], [-0.903, -6.664, 1.404], [-2.106, -5.421, 1.717], [-0.762, -5.639, 2.836], [-0.983, -5.302, -0.907], [0.331, -3.665, -2.209], [2.029, -2.157, 1.429], [0.718, -3.795, 2.717], [0.475, -1.693, -3.907], [-1.628, -1.269, -5.146], [-3.310, 0.350, -4.247], [-2.801, 1.481, -2.057], [4.642, 0.640, 3.099], [4.140, 1.145, 1.963], [2.785, 1.020, 1.725], [2.284, 1.540, 0.543], [3.124, 2.207, -0.370], [4.475, 2.277, -0.069], [5.322, 2.886, -0.924], [5.012, 1.754, 1.085], [2.474, 2.834, -1.526], [3.051, 3.656, -2.488], [2.238, 4.274, -3.419], [0.863, 4.094, -3.379], [0.347, 3.249, -2.423], [1.143, 2.615, -1.553], [2.178, 0.507, 2.456], [6.070, 1.824, 1.293], [4.116, 3.817, -2.484], [2.681, 4.919, -4.167], [0.198, 4.596, -4.067], [-0.713, 3.072, -2.318], [-2.383, 3.754, 2.331], [-2.382, 2.528, 1.089], [-3.409, 2.823, -0.138], [-0.734, 2.604, 0.543], [-2.996, 0.952, 2.052], [-4.379, 0.858, 2.057], [-5.003, -0.146, 2.795], [-4.256, -1.055, 3.521], [-2.866, -0.984, 3.514], [-2.254, 0.012, 2.782], [-0.508, 0.133, 2.724], [0.131, -0.923, 3.450], [-0.189, 1.491, 3.092], [-0.328, -0.077, 1.214], [-1.633, 3.604, 2.928], [-4.963, 1.560, 1.476], [-6.083, -0.214, 2.794], [-4.753, -1.829, 4.091], [-2.257, -1.696, 4.056]], "mulliken_charge": [-0.162, -1.540, 0.901, -0.716, -0.536, 0.029, -0.233, -0.636, 0.967, -0.753, -0.636, 0.375, 0.437, -0.910, -0.416, -1.027, -0.232, 0.365, 0.386, 0.318, 0.361, 0.412, 0.448, 0.455, 0.306, 0.624, 0.423, 0.456, 0.486, -0.347, 0.316, -0.390, 1.462, -0.076, 0.611, -0.348, -1.080, 0.487, -1.017, -0.291, -1.158, -0.086, 0.632, 0.590, 0.504, 0.578, 0.434, 0.445, 0.489, -0.625, 0.751, -0.779, -0.463, -0.013, -0.723, -0.663, -0.608, -0.536, -0.195, 1.538, -0.710, -0.651, -0.329, 0.398, 0.541, 0.402, 0.410, 0.547], "multiplicity": 4, "e_lumo_ev": [-0.4, -1.6], "mol_weight_g_mol": 815.56, "charge": 0, "s2": 3.7758, "total_energy_ev": -141424.3821}